A | A 2-piece molecular cluster, C18H18N2 overall. Source: the Open Molecules 2025 dataset; level of theory: ωB97M-V/def2-TZVPD.

Positions of all 38 atoms, in Å:
C: -0.52 -2.02 -5.15
C: 0.18 -1.29 -4.04
C: 1.46 -1.54 -3.57
N: 1.78 -0.69 -2.56
C: 0.64 0.16 -2.34
C: 0.61 1.24 -1.47
C: -0.66 1.95 -1.58
C: -1.73 1.52 -2.31
C: -1.66 0.39 -3.14
C: -0.39 -0.27 -3.29
H: -1.57 -1.74 -5.17
H: -0.58 -3.12 -4.97
H: -0.15 -1.71 -6.11
H: 2.15 -2.36 -3.88
H: 2.73 -0.52 -2.37
H: 1.09 1.47 -0.60
H: -0.76 2.84 -1.00
H: -2.67 2.06 -2.11
H: -2.55 0.04 -3.57
C: -2.15 1.09 1.44
C: -1.34 0.88 2.62
C: -1.52 1.28 3.90
N: -0.40 0.93 4.68
C: 0.56 0.29 3.92
C: 1.60 -0.60 4.21
C: 2.04 -1.41 3.20
C: 1.56 -1.34 1.93
C: 0.54 -0.55 1.60
C: -0.04 0.25 2.60
H: -3.17 1.24 1.82
H: -1.98 0.13 0.87
H: -1.83 2.07 0.86
H: -2.30 1.89 4.38
H: -0.46 1.34 5.61
H: 2.16 -0.79 5.11
H: 2.94 -2.17 3.30
H: 2.03 -1.93 1.18
H: 0.18 -0.60 0.56

## Properties
Net charge   0
SMILES   Cc1c[nH]c2ccccc12.Cc1c[nH]c2ccccc12

Atomic partial charges in e from the Löwdin method, atoms 1 to 2: -0.046, -0.262

B | A 2-piece molecular cluster, C18H18N2 overall. Source: the Open Molecules 2025 dataset; level of theory: ωB97M-V/def2-TZVPD.

Positions of all 38 atoms, in Å:
C: -3.52 2.36 -0.18
C: -2.47 1.35 -0.49
C: -1.70 0.66 0.43
N: -0.58 0.19 -0.24
C: -0.73 0.44 -1.59
C: 0.18 0.30 -2.67
C: -0.26 0.67 -3.93
C: -1.57 1.21 -4.13
C: -2.31 1.63 -3.05
C: -1.91 1.17 -1.77
H: -4.54 2.00 0.00
H: -3.75 3.10 -0.95
H: -3.23 2.99 0.66
H: -2.03 0.34 1.40
H: 0.19 -0.44 -0.08
H: 1.09 -0.28 -2.59
H: 0.49 0.60 -4.70
H: -1.89 1.43 -5.14
H: -3.31 2.02 -3.18
C: 3.52 -0.55 -0.29
C: 2.53 -1.43 0.45
C: 2.24 -2.77 0.44
N: 1.37 -3.11 1.50
C: 0.87 -1.90 2.00
C: -0.08 -1.73 2.99
C: -0.12 -0.53 3.71
C: 0.90 0.37 3.42
C: 1.86 0.19 2.42
C: 1.76 -0.90 1.56
H: 3.57 -0.93 -1.31
H: 4.47 -0.66 0.21
H: 3.13 0.46 -0.38
H: 2.79 -3.62 0.05
H: 0.75 -3.89 1.50
H: -0.80 -2.54 3.12
H: -0.80 -0.36 4.53
H: 1.20 1.24 4.02
H: 2.69 0.88 2.25

## Properties
Net charge   0
SMILES   Cc1c[nH]c2ccccc12.Cc1c[nH]c2ccccc12

Atomic partial charges in e from the Löwdin method, atoms 1 to 2: -0.061, -0.234

The data favor B; the next most stable structure lies 60.7 kJ/mol above it.

A | An isolated ion of composition CH3O2S and charge -1. Source: the Open Molecules 2025 dataset; level of theory: ωB97M-V/def2-TZVPD.

Positions of all 7 atoms, in Å:
C: 1.14 -0.10 0.05
S: -0.55 0.28 0.05
O: -0.80 1.38 1.14
O: -0.98 0.50 -1.31
H: 1.30 -0.36 -1.14
H: 1.34 -0.93 0.74
H: -1.44 -0.77 0.46

## Properties
Net charge   -1
SMILES   C=[S@@H](=O)[O-]

Atomic partial charges in e from the Löwdin method, atoms 1 to 2: -0.382, 0.471

B | A 2-piece molecular cluster, CH3O2S overall. Source: the Open Molecules 2025 dataset; level of theory: ωB97M-V/def2-TZVPD.

Positions of all 7 atoms, in Å:
C: 0.67 -1.27 -1.45
O: -0.62 0.01 1.80
O: 0.67 2.04 0.93
S: -0.19 0.84 0.65
H: -0.11 -2.06 -1.68
H: 1.05 -1.23 -0.45
H: -1.47 1.68 0.20

## Properties
Net charge   -1

Atomic partial charges in e from the Löwdin method, atoms 1 to 2: 0.052, -0.619

The data favor A; the next most stable structure lies 269.0 kJ/mol above it.